130
Properties=species:S:1:pos:R:3:forces:R:3:lowdin_charge:R:1 method="wB97M-V/def2-TZVPD" largest_force_ev_per_a=14.24 molar_mass_g_mol=704.98 total_charge=0 homo_lumo_gap_ev=8.42 e_above_lowest_ev=11.954 e_tot_ha=-2426.2445
C -4.937838 0.328700 1.569800 0.042 1.591 -0.008 -0.14
O -3.734838 -0.203300 1.079800 0.075 0.014 1.489 -0.13
H -5.328838 1.095700 0.878800 -0.327 -0.649 -0.058 0.09
H -4.779838 0.925700 2.458800 0.582 -0.039 0.495 0.07
H -5.653838 -0.405300 1.875800 -0.617 -0.670 -0.319 0.08
H -3.818838 -0.235300 0.146800 -0.015 -0.288 -1.633 0.02
C -2.004838 -0.067300 3.878800 1.275 1.242 0.176 -0.10
O -1.444838 0.561700 2.727800 0.163 -0.176 -0.674 -0.19
H -2.259838 0.774700 4.509800 -0.168 -0.201 0.922 0.08
H -1.269838 -0.748300 4.380800 -0.522 0.774 -0.652 0.09
H -2.882838 -0.591300 3.639800 -1.210 -0.970 -0.388 0.05
H -2.050838 1.224700 2.292800 0.468 -0.912 0.961 0.06
C -1.948838 -3.356300 1.913800 -2.551 1.863 -2.631 -0.14
O -1.035838 -3.129300 0.870800 0.997 -1.304 0.435 -0.11
H -1.603838 -3.209300 2.887800 0.855 -0.032 1.551 0.03
H -2.457838 -4.278300 1.736800 -0.034 -0.989 0.362 0.08
H -2.749838 -2.581300 1.676800 0.395 -0.829 1.170 0.08
H -1.195838 -2.229300 0.627800 0.519 0.610 -0.527 -0.01
C 0.857162 3.943700 1.080800 0.651 -0.838 -1.297 -0.18
O 2.116162 4.449700 1.413800 -0.300 0.768 0.775 -0.09
H 0.185162 3.740700 1.852800 -0.823 0.202 2.170 0.06
H 1.014162 2.952700 0.694800 -0.191 -0.456 -0.787 0.05
H 0.282162 4.525700 0.367800 0.311 0.439 -0.332 0.06
H 2.760162 3.795700 1.116800 -0.251 0.610 0.130 0.00
C 1.783162 2.710700 -2.190200 -0.893 -2.896 0.920 -0.16
O 1.920162 4.012700 -1.732200 -0.987 1.435 0.294 -0.12
H 0.854162 2.634700 -2.739200 0.208 -0.471 -0.576 0.06
H 1.713162 1.892700 -1.397200 -0.369 1.200 -0.134 0.08
H 2.653162 2.302700 -2.671200 0.389 0.667 -1.078 0.06
H 0.985162 4.330700 -1.658200 1.554 -0.072 0.190 0.11
C 4.255162 0.233700 -2.775200 1.132 -0.693 -1.806 -0.19
O 3.284162 -0.776300 -2.717200 1.514 0.026 -0.736 -0.09
H 5.180162 -0.229300 -3.159200 -0.127 -0.179 0.396 0.09
H 4.560162 0.772700 -1.902200 -0.398 0.067 1.077 0.05
H 4.102162 0.961700 -3.567200 -0.745 0.410 -0.173 0.06
H 2.568162 -0.557300 -2.147200 -1.267 0.486 1.059 0.00
C 2.765162 1.879700 3.741800 2.549 0.214 -0.395 -0.19
O 2.680162 2.188700 5.094800 -0.584 -0.501 1.235 -0.09
H 3.433162 0.995700 3.689800 -0.409 0.414 -0.285 0.08
H 3.297162 2.767700 3.324800 -0.604 -0.915 -0.668 0.09
H 1.841162 1.632700 3.264800 -0.602 0.157 -0.351 0.06
H 2.246162 3.027700 5.072800 -0.456 0.870 0.730 0.07
C 0.008162 -0.254300 -0.350200 5.739 -0.843 -6.316 -0.50
O 0.937162 -0.457300 -1.424200 -5.550 0.697 4.621 -0.10
N 0.289162 0.484700 0.635800 0.668 1.605 2.774 0.23
N -1.220838 -0.636300 -0.214200 -2.650 -3.094 -3.173 0.18
H 1.161162 0.871700 0.685800 3.088 0.960 0.209 0.03
H -0.227838 0.394700 1.500800 -0.164 0.261 0.211 0.08
H -1.844838 -1.039300 -0.884200 0.337 -0.414 -0.884 0.08
H -1.713838 -0.358300 0.556800 -1.239 1.239 2.441 0.05
C 4.038162 2.097700 0.817800 -7.282 -5.836 -0.943 -0.65
O 3.047162 1.155700 0.886800 3.870 4.075 -0.256 -0.08
N 3.994162 3.114700 0.011800 1.725 1.537 -0.798 0.20
N 5.035162 2.042700 1.580800 3.839 -2.202 4.279 0.20
H 3.259162 3.150700 -0.644200 -0.511 0.681 -1.050 0.06
H 4.849162 3.691700 0.015800 -1.374 -0.051 -0.728 0.16
H 5.103162 1.267700 2.275800 0.043 1.200 -1.115 0.16
H 5.807162 2.639700 1.410800 0.781 0.221 0.318 0.12
C 0.823162 -2.804300 4.960800 -0.162 0.033 1.004 -0.02
C 1.935162 -2.139300 4.112800 -7.552 -3.951 -6.053 -0.64
C 1.375162 -1.003300 3.288800 -2.376 -0.956 -0.491 -0.05
O 2.913162 -1.694300 4.697800 9.208 2.729 6.221 0.06
H -0.141838 -2.949300 4.474800 -0.039 0.766 -0.301 0.04
H 0.704162 -2.208300 5.901800 -0.178 -0.396 -0.642 0.10
H 0.988162 -3.839300 5.253800 0.854 -0.022 0.242 0.07
H 2.368162 -2.888300 3.423800 -0.859 -0.080 -0.166 0.15
H 2.102162 -0.587300 2.636800 0.451 0.144 -0.853 0.04
H 0.985162 -0.167300 3.858800 0.021 0.056 0.781 0.08
H 0.489162 -1.389300 2.771800 0.274 0.236 -0.582 0.08
H 2.667162 -0.917300 5.167800 0.110 1.215 0.991 0.10
C -2.304838 -0.076300 -4.564200 1.532 -0.976 -1.545 -0.02
C -1.135838 0.746700 -4.001200 2.582 -4.042 -10.764 -0.68
C -0.933838 1.972700 -4.869200 0.461 1.303 1.230 -0.02
O -1.286838 1.094700 -2.860200 -2.576 4.166 13.367 0.02
H -2.054838 -0.387300 -5.606200 -0.104 -0.172 0.728 0.10
H -3.167838 0.504700 -4.689200 -1.475 1.146 0.171 0.06
H -2.521838 -0.950300 -3.961200 0.059 -0.134 -0.025 0.05
H -0.228838 0.113700 -3.983200 0.101 -0.233 -1.249 0.14
H -0.066838 2.629700 -4.589200 -0.454 -1.008 -0.213 0.08
H -1.787838 2.614700 -4.652200 -0.341 0.076 -0.339 0.09
H -0.886838 1.732700 -5.889200 0.050 -0.166 -1.480 0.06
H -0.997838 0.449700 -2.196200 0.168 0.263 -0.408 0.08
C -2.713838 4.801700 0.863800 0.842 0.395 0.567 -0.02
C -3.099838 3.320700 0.886800 -1.093 4.737 -12.122 -0.65
C -2.299838 2.666700 -0.228200 -0.073 -0.775 -0.912 -0.02
O -2.812838 2.690700 1.886800 0.671 -4.073 11.101 0.01
H -2.869838 5.299700 -0.101200 0.254 -0.452 0.040 0.09
H -1.645838 4.951700 1.236800 -1.470 -0.210 -0.583 0.09
H -3.388838 5.304700 1.518800 -0.364 0.754 0.890 0.06
H -4.198838 3.230700 0.645800 0.513 0.264 -0.266 0.16
H -2.609838 2.893700 -1.215200 -0.204 0.880 -1.002 0.08
H -2.366838 1.604700 -0.258200 -0.846 -1.142 0.498 0.04
H -1.222838 2.694700 -0.182200 0.532 1.089 0.381 0.07
H -3.499838 3.029700 2.490800 0.902 -0.875 1.248 0.16
C 1.129162 -2.666300 -4.079200 1.051 0.261 0.250 -0.03
C 0.460162 -3.518300 -3.033200 0.891 10.662 2.969 -0.65
C -0.947838 -3.070300 -2.735200 -0.571 0.359 -1.393 -0.02
O 0.586162 -4.737300 -3.155200 0.893 -10.211 -2.368 0.07
H 0.750162 -2.837300 -5.018200 -1.109 -0.706 -2.576 0.05
H 2.197162 -2.786300 -4.157200 0.503 -0.735 0.215 0.08
H 1.098162 -1.594300 -3.976200 -0.646 0.321 0.858 0.05
H 1.048162 -3.229300 -2.145200 -0.150 0.630 0.379 0.12
H -1.075838 -2.055300 -3.070200 -0.226 0.330 -0.688 0.04
H -1.079838 -2.925300 -1.697200 -0.532 -0.886 1.354 0.04
H -1.644838 -3.764300 -3.256200 0.023 0.555 0.590 0.11
H 0.225162 -5.138300 -2.374200 -0.074 -0.808 0.385 0.12
C -4.384838 -2.921300 -0.581200 -0.609 0.607 0.689 -0.03
C -4.415838 -1.999300 -1.751200 -7.497 -5.269 -0.298 -0.61
C -5.820838 -1.318300 -1.770200 -0.170 -0.507 1.204 0.00
O -3.553838 -1.097300 -1.760200 6.599 6.817 1.418 -0.03
H -3.402838 -3.298300 -0.558200 1.336 -0.731 0.760 0.06
H -5.056838 -3.728300 -0.783200 -0.402 -0.622 -0.085 0.09
H -4.724838 -2.434300 0.361800 0.592 -0.318 -0.580 0.09
H -4.206838 -2.598300 -2.637200 -0.965 -0.729 -0.519 0.15
H -6.115838 -0.805300 -0.796200 0.834 -0.684 -0.907 0.10
H -6.613838 -2.026300 -1.951200 -0.292 -0.209 -0.316 0.08
H -5.822838 -0.556300 -2.514200 -0.270 0.639 -0.924 0.07
H -3.906838 -0.382300 -2.277200 0.569 0.909 -0.531 0.11
C 5.255162 -1.349300 -0.081200 -0.496 0.053 -2.504 -0.01
C 3.888162 -1.911300 0.389800 1.375 -0.015 -8.982 -0.60
C 3.271162 -3.163300 -0.360200 2.126 0.300 1.566 0.01
O 3.766162 -2.192300 1.586800 -0.069 -2.061 10.594 0.01
H 5.430162 -0.277300 0.110800 -0.496 -0.285 0.120 0.05
H 5.258162 -1.480300 -1.197200 -0.243 0.534 0.804 0.07
H 6.182162 -1.818300 0.121800 0.733 -1.119 1.182 0.05
H 3.208162 -1.174300 0.177800 -1.589 2.398 -1.377 0.07
H 3.441162 -3.191300 -1.395200 0.043 0.340 -1.530 0.04
H 2.220162 -3.079300 -0.130200 -0.297 -0.615 0.085 0.07
H 3.809162 -4.056300 0.048800 -0.916 0.434 -0.026 0.09
H 3.745162 -1.398300 2.136800 0.085 -0.245 0.095 0.10